1.
Here is a 3-piece molecular cluster, C4H9NOS overall at a distorted geometry from the Open Molecules 2025 dataset. Energies are from wB97M-V/def2-TZVPD.

ORCA input file:
```
! RIJCOSX wB97M-V def2-TZVPD def2/J DEFGRID3
* xyz 1 2
S -2.1871 -0.8838 -1.5208
O 2.0216 0.6583 1.0676
N 0.5369 -2.4254 0.3431
C 1.6822 -0.3818 0.5747
C -0.7700 2.7647 0.1257
C -0.9333 1.7591 -0.7237
C 1.1777 -1.5984 1.1698
H -1.5289 3.5501 0.1606
H 1.6360 -0.4895 -0.5205
H 0.0397 2.9123 0.8446
H -0.1137 -1.8611 -0.2630
H 1.3366 -1.9557 2.1865
H -0.6050 0.7393 -0.4850
H -1.0720 -1.5395 -1.9384
H -1.1784 1.9150 -1.7683
H -0.0424 -3.1636 0.7470
*
```

HOMO level (spin up / spin down) = -12.5 / -12.5 eV
Calculated total energy = -685.5172 a.u.
E_LUMO (spin up / spin down) = -7.63 / -7.63 eV
Largest force on an atom = 0.076 hartree/bohr
ΔE to the lowest compared entry with this formula, charge and spin = 4.1069 eV

In elementary charge units, the Löwdin charges are: atom 1 (S): 0.506, atom 2 (O): 0.182, atom 3 (N): 0.231, atom 4 (C): -0.223, atom 5 (C): -0.034, atom 6 (C): -0.160, atom 7 (C): 0.090, atom 8 (H): 0.067, atom 9 (H): 0.145, atom 10 (H): 0.060, atom 11 (H): 0.052, atom 12 (H): 0.171, atom 13 (H): -0.055, atom 14 (H): -0.252, atom 15 (H): 0.057, atom 16 (H): 0.163

---

2.
Here is one molecule with the formula C4H12N2S at a distorted geometry from the Open Molecules 2025 dataset. Energies are from wB97M-V/def2-TZVPD.

ORCA input file:
```
! RIJCOSX wB97M-V def2-TZVPD def2/J DEFGRID3
* xyz 0 1
S -3.4680 -0.5949 0.3406
N 0.1703 1.1816 -0.5811
N 1.7126 -0.9205 -1.4312
C 1.8887 -0.6141 0.0535
C -1.6540 -0.1077 0.6250
C 1.2350 0.7477 0.3100
C -1.2903 0.9899 -0.2897
H -3.6556 -1.5855 1.2647
H -1.2149 -1.1445 0.3868
H -1.8324 0.6409 -1.2192
H 2.5150 -1.6110 -1.4876
H 0.3554 2.1601 -0.6365
H 1.4309 -1.3679 0.7156
H 2.0609 1.4158 0.4294
H 3.0576 -0.5070 0.1693
H 0.8213 -1.4218 -1.6592
H -1.7994 1.9102 0.0326
H -1.2025 0.1428 1.6614
H 0.8694 0.6861 1.3157
*
```

Structure (SMILES) = NCCNCCS
HOMO level = -8.7 eV
Calculated total energy = -667.2143 a.u.
E_LUMO = 0.84 eV
Largest force on an atom = 0.079 hartree/bohr
ΔE to the lowest compared entry with this formula, charge and spin = 2.1923 eV

In elementary charge units, the Löwdin charges are: atom 1 (S): 0.658, atom 2 (N): -0.047, atom 3 (N): -0.044, atom 4 (C): -0.265, atom 5 (C): -0.565, atom 6 (C): -0.273, atom 7 (C): -0.329, atom 8 (H): -0.149, atom 9 (H): 0.073, atom 10 (H): 0.096, atom 11 (H): 0.067, atom 12 (H): 0.088, atom 13 (H): 0.089, atom 14 (H): 0.100, atom 15 (H): 0.136, atom 16 (H): 0.067, atom 17 (H): 0.114, atom 18 (H): 0.103, atom 19 (H): 0.081

---

3.
Here is C39H51HfN6OP2STe as an isolated structure at a distorted geometry from the Open Molecules 2025 dataset. Energies are from wB97M-V/def2-TZVPD.

ORCA input file:
```
! RIJCOSX wB97M-V def2-TZVPD def2/J DEFGRID3
* xyz 2 2
Hf 0.5975 -1.2169 -1.3024
Te -0.2688 1.9901 1.0750
S 2.4941 0.3360 -0.4120
P 2.8727 -3.0668 -1.1155
P 2.3901 -1.1938 -3.5594
O -0.0507 0.0384 -2.7637
N 2.6573 0.7442 2.1857
N 0.7508 -1.7869 0.7660
N -0.4888 0.4761 -0.6297
N -0.0901 -3.3284 -1.2241
N 1.2735 -0.9760 1.7124
N -1.9614 -1.5287 -1.7815
C 0.1857 2.6464 3.1319
C 2.6247 -4.7186 -1.8734
C -1.6908 -5.5336 -0.8005
C -4.2417 -1.2290 -3.0058
C -4.5864 1.1565 1.3218
C -1.0014 2.1937 -2.4343
C -5.1174 2.4351 1.2458
C -4.2721 3.5338 1.2027
C -3.2107 0.9303 1.3507
C 0.7334 3.7531 5.6337
C -2.9013 3.3342 1.2085
C -0.4766 0.9181 -1.8633
C -2.7107 -0.4822 1.5240
C -0.1125 1.9202 4.2847
C -2.3702 2.0458 1.2773
C -0.7601 0.5566 4.2348
C -1.3708 -5.1440 -2.0905
C -0.6648 3.4744 -2.0038
C 2.0577 -0.0040 1.2576
C 1.0168 4.4525 4.4660
C 1.0594 4.3336 6.9852
C -1.8633 2.0455 -3.5260
C -2.1087 4.4274 -3.6815
C 2.4889 -2.2366 -5.0590
C 4.1128 -1.2792 -2.9185
C 3.5693 -3.5467 0.5018
C -0.5655 -4.0413 -2.2532
C 2.4494 0.4838 -4.2663
C 0.1698 2.4893 5.5222
C -2.4320 3.1531 -4.1321
C -1.1667 -4.8287 0.2694
C -0.3804 -3.7125 0.0381
C 0.1793 -2.8910 1.1296
C 4.3790 -2.5005 -2.0290
C 0.7790 3.9184 3.2008
C 0.1493 -3.3303 2.5516
C -2.9612 -1.3972 -2.3234
C 1.1746 4.7501 1.9969
C -1.2170 4.5826 -2.6312
H 1.5347 -2.2308 -5.5873
H -5.2546 0.3024 1.3744
H -1.8273 0.6399 4.4581
H -1.7583 -0.6348 1.0240
H -4.6838 -0.2720 -2.7315
H -1.3911 -5.1258 1.2851
H 0.2995 5.1251 1.4609
H 1.7771 4.1789 1.2885
H -0.6410 0.1095 3.2502
H -2.3483 -6.3768 -0.6321
H -0.7805 -3.0231 3.0390
H -0.2813 -3.6949 -3.2395
H 0.2387 -4.4137 2.6310
H 2.5252 1.2181 -3.4637
H 4.7360 -3.3375 -2.6289
H -1.7440 -5.6821 -2.9512
H -0.3215 -0.1130 4.9774
H -3.4316 -1.1972 1.1238
H 0.2019 4.2677 7.6568
H 0.0624 3.6212 -1.2223
H -2.5324 5.2966 -4.1683
H -4.6753 4.5374 1.1534
H 4.4210 -4.2121 0.3613
H 2.7388 -3.2672 -4.8026
H -2.2335 4.1890 1.1719
H -2.5885 -0.7046 2.5854
H 3.4271 1.3291 1.9072
H -0.9343 5.5772 -2.3086
H 4.7972 -1.2540 -3.7668
H 5.1494 -2.2657 -1.2956
H 2.6087 0.4527 3.1502
H -6.1910 2.5728 1.2225
H 1.5414 0.6912 -4.8310
H 1.7602 5.6101 2.3152
H 3.2596 -1.8364 -5.7172
H 1.9217 -5.3032 -1.2768
H 0.9699 -2.8583 3.0844
H 1.8817 3.7853 7.4494
H -2.0709 1.0469 -3.8934
H 4.2631 -0.3660 -2.3474
H 1.4525 5.4440 4.5375
H 3.5748 -5.2503 -1.9165
H -0.0580 1.9226 6.4220
H 2.2230 -4.6265 -2.8839
H 3.8900 -2.6526 1.0382
H -4.9242 -2.0307 -2.7309
H -3.1070 3.0263 -4.9692
H 3.3173 0.5697 -4.9200
H 2.8122 -4.0584 1.0994
H -4.0850 -1.2515 -4.0832
H 1.3550 5.3788 6.9073
*
```

HOMO level (spin up / spin down) = -12.1 / -12.7 eV
Calculated total energy = -3317.0662 a.u.
E_LUMO (spin up / spin down) = -6.00 / -6.19 eV
Largest force on an atom = 0.048 hartree/bohr
ΔE to the lowest compared entry with this formula, charge and spin = 1.4470 eV

Löwdin atomic charge list, values in e, 99 entries: atom 1 (Hf): 1.262, atom 2 (Te): 1.741, atom 3 (S): 0.645, atom 4 (P): 0.802, atom 5 (P): 0.786, atom 6 (O): -0.305, atom 7 (N): 0.109, atom 8 (N): -0.164, atom 9 (N): -0.309, atom 10 (N): -0.107, atom 11 (N): 0.012, atom 12 (N): 0.167, atom 13 (C): -0.331, atom 14 (C): -0.250, atom 15 (C): -0.001, atom 16 (C): -0.012, atom 17 (C): -0.044, atom 18 (C): -0.152, atom 19 (C): -0.059, atom 20 (C): -0.066, atom 21 (C): -0.291, atom 22 (C): -0.247, atom 23 (C): -0.127, atom 24 (C): -0.593, atom 25 (C): -0.071, atom 26 (C): -0.296, atom 27 (C): -0.381, atom 28 (C): -0.062, atom 29 (C): -0.016, atom 30 (C): -0.059, atom 31 (C): -0.895, atom 32 (C): -0.005, atom 33 (C): -0.035, atom 34 (C): -0.027, atom 35 (C): -0.057, atom 36 (C): -0.237, atom 37 (C): -0.424, atom 38 (C): -0.237, atom 39 (C): -0.141, atom 40 (C): -0.244, atom 41 (C): -0.007, atom 42 (C): -0.057, atom 43 (C): 0.028, atom 44 (C): -0.223, atom 45 (C): -0.276, atom 46 (C): -0.371, atom 47 (C): -0.307, atom 48 (C): 0.001, atom 49 (C): -0.151, atom 50 (C): -0.087, atom 51 (C): -0.057, atom 52 (H): 0.050, atom 53 (H): 0.116, atom 54 (H): 0.095, atom 55 (H): 0.012, atom 56 (H): 0.099, atom 57 (H): 0.126, atom 58 (H): 0.070, atom 59 (H): 0.056, atom 60 (H): 0.010, atom 61 (H): 0.130, atom 62 (H): 0.105, atom 63 (H): 0.125, atom 64 (H): 0.091, atom 65 (H): 0.043, atom 66 (H): 0.085, atom 67 (H): 0.126, atom 68 (H): 0.088, atom 69 (H): 0.080, atom 70 (H): 0.088, atom 71 (H): 0.060, atom 72 (H): 0.115, atom 73 (H): 0.114, atom 74 (H): 0.062, atom 75 (H): 0.035, atom 76 (H): 0.094, atom 77 (H): 0.072, atom 78 (H): 0.106, atom 79 (H): 0.114, atom 80 (H): 0.095, atom 81 (H): 0.090, atom 82 (H): 0.128, atom 83 (H): 0.113, atom 84 (H): 0.054, atom 85 (H): 0.082, atom 86 (H): 0.058, atom 87 (H): 0.045, atom 88 (H): 0.082, atom 89 (H): 0.089, atom 90 (H): 0.106, atom 91 (H): 0.037, atom 92 (H): 0.122, atom 93 (H): 0.060, atom 94 (H): 0.130, atom 95 (H): 0.030, atom 96 (H): 0.047, atom 97 (H): 0.097, atom 98 (H): 0.112, atom 99 (H): 0.062